{
  "formula": "C76H176N8O7",
  "method": "the ωB97M-V functional and the def2-TZVPD basis",
  "homo_lumo_gap_ha": 0.298,
  "e_tot_ev": -107906.4011,
  "spin_multiplicity": 1,
  "lumo_energy_ev": 0.457,
  "homo_energy_ev": -7.652,
  "elements": ["C", "C", "C", "O", "C", "H", "H", "H", "H", "H", "H", "H", "H", "C", "C", "C", "O", "C", "H", "H", "H", "H", "H", "H", "H", "H", "C", "C", "C", "O", "C", "H", "H", "H", "H", "H", "H", "H", "H", "C", "C", "C", "O", "C", "H", "H", "H", "H", "H", "H", "H", "H", "C", "C", "C", "O", "C", "H", "H", "H", "H", "H", "H", "H", "H", "C", "C", "C", "O", "C", "H", "H", "H", "H", "H", "H", "H", "H", "C", "C", "C", "O", "C", "H", "H", "H", "H", "H", "H", "H", "H", "C", "C", "N", "C", "C", "C", "C", "H", "H", "H", "H", "H", "H", "H", "H", "H", "H", "H", "H", "H", "H", "H", "C", "C", "N", "C", "C", "C", "C", "H", "H", "H", "H", "H", "H", "H", "H", "H", "H", "H", "H", "H", "H", "H", "C", "C", "N", "C", "C", "C", "C", "H", "H", "H", "H", "H", "H", "H", "H", "H", "H", "H", "H", "H", "H", "H", "C", "C", "N", "C", "C", "C", "C", "H", "H", "H", "H", "H", "H", "H", "H", "H", "H", "H", "H", "H", "H", "H", "C", "C", "N", "C", "C", "C", "C", "H", "H", "H", "H", "H", "H", "H", "H", "H", "H", "H", "H", "H", "H", "H", "C", "C", "N", "C", "C", "C", "C", "H", "H", "H", "H", "H", "H", "H", "H", "H", "H", "H", "H", "H", "H", "H", "C", "C", "N", "C", "C", "C", "C", "H", "H", "H", "H", "H", "H", "H", "H", "H", "H", "H", "H", "H", "H", "H", "C", "C", "N", "C", "C", "C", "C", "H", "H", "H", "H", "H", "H", "H", "H", "H", "H", "H", "H", "H", "H", "H"],
  "coordinates": [[-22.17251, 5.89271, -11.44636], [-21.25268, 4.75001, -11.90777], [-20.38121, 5.38670, -12.99497], [-20.39340, 6.75651, -12.69014], [-21.21142, 7.04938, -11.52521], [-22.55849, 5.79425, -10.43175], [-22.97555, 6.08223, -12.15861], [-21.97754, 3.99402, -12.20968], [-20.60501, 4.52616, -11.06011], [-20.91609, 5.34199, -13.94366], [-19.37623, 4.97313, -13.07907], [-21.75114, 7.97303, -11.73420], [-20.73058, 7.11407, -10.54914], [-24.48887, -2.06126, -4.17809], [-23.85806, -3.28319, -3.51898], [-23.62525, -2.90451, -2.07370], [-23.27014, -1.53543, -2.25687], [-24.12914, -0.87149, -3.21930], [-25.56497, -1.97447, -4.32833], [-24.20035, -1.94297, -5.22254], [-22.86850, -3.40186, -3.96033], [-24.52569, -4.13532, -3.64646], [-22.80699, -3.45418, -1.60850], [-24.50863, -2.89709, -1.43520], [-23.52465, -0.15178, -3.77129], [-24.97749, -0.35879, -2.76593], [-20.97755, 2.97098, -1.54161], [-19.54287, 3.19046, -1.19230], [-18.80948, 2.57165, -2.37689], [-19.60130, 1.56029, -2.92245], [-20.96873, 2.15167, -2.82003], [-21.51430, 3.90237, -1.72192], [-21.47431, 2.23381, -0.91081], [-19.25017, 2.44269, -0.45524], [-19.20086, 4.14456, -0.79125], [-17.97863, 2.00644, -1.95459], [-18.51073, 3.39786, -3.02202], [-21.69493, 1.33917, -2.79638], [-21.21481, 2.84031, -3.62831], [-16.54970, -3.62382, -13.84175], [-17.46663, -3.87009, -15.00435], [-18.82862, -3.61232, -14.47702], [-18.65049, -3.20328, -13.13518], [-17.42312, -3.71804, -12.63570], [-16.13740, -2.61539, -13.87569], [-15.68887, -4.29154, -13.80694], [-17.15983, -4.89188, -15.22776], [-17.16227, -3.21546, -15.82101], [-19.44144, -4.51221, -14.52963], [-19.33382, -2.81666, -15.02455], [-17.54806, -4.73950, -12.27640], [-17.05609, -3.03072, -11.87348], [-18.41557, 1.32632, -11.86670], [-18.35791, 1.78881, -13.32532], [-17.06148, 2.58363, -13.38311], [-16.78815, 2.90038, -12.01280], [-17.80542, 2.50028, -11.12172], [-17.87334, 0.41762, -11.60525], [-19.44337, 1.26387, -11.50920], [-19.28179, 2.30871, -13.57876], [-18.37523, 1.02019, -14.09800], [-17.24229, 3.53582, -13.88186], [-16.13620, 2.10235, -13.69989], [-18.56830, 3.27714, -11.07066], [-17.54667, 2.36406, -10.07168], [-25.79563, 0.65161, -12.44711], [-24.42420, 0.19165, -12.99614], [-23.56505, 1.35309, -12.47543], [-24.35668, 2.23676, -11.65070], [-25.56692, 1.59524, -11.24643], [-26.38645, -0.24545, -12.26183], [-26.14742, 1.28676, -13.26009], [-24.45993, -0.03698, -14.06129], [-24.15368, -0.73253, -12.48543], [-23.12080, 1.80451, -13.36254], [-22.77399, 0.98602, -11.82154], [-26.33865, 2.33802, -11.04444], [-25.35016, 1.02758, -10.34150], [-25.91886, 5.21922, -8.53640], [-25.84495, 5.72627, -9.95292], [-25.51154, 7.24226, -9.71063], [-24.57949, 7.12935, -8.59585], [-24.70272, 5.90989, -7.84101], [-25.65184, 4.16260, -8.55452], [-26.83840, 5.14243, -7.95621], [-26.71439, 5.57359, -10.59234], [-25.01394, 5.25210, -10.47510], [-26.32186, 7.90101, -9.39832], [-24.90740, 7.63101, -10.53037], [-24.93343, 6.16446, -6.80656], [-23.78241, 5.37869, -8.08382], [-10.46729, -0.90313, -8.21466], [-11.78318, -0.43324, -8.90999], [-11.92775, -1.10417, -10.20126], [-11.92698, -2.59101, -10.19594], [-11.01957, -3.26658, -11.23774], [-13.00412, -0.58134, -11.11051], [-12.63251, 0.79234, -11.54456], [-10.25450, -0.33174, -7.31115], [-9.56717, -0.83716, -8.82583], [-10.53782, -1.96422, -7.97548], [-12.64338, -0.67155, -8.28441], [-11.75395, 0.64932, -9.03374], [-12.95207, -2.88369, -10.42312], [-11.73605, -2.99444, -9.20151], [-11.22505, -2.81832, -12.20983], [-11.18824, -4.33199, -11.39440], [-9.96714, -3.13753, -10.98513], [-13.05498, -1.29440, -11.93334], [-13.98072, -0.72105, -10.64700], [-13.32255, 1.13729, -12.31458], [-12.71875, 1.54528, -10.76114], [-11.65119, 0.77319, -12.01863], [-22.78910, -1.12173, -7.51735], [-22.08820, -0.56552, -8.79059], [-21.00308, 0.40260, -8.58898], [-19.87728, -0.18175, -7.90404], [-18.50726, 0.58188, -7.84892], [-21.54835, 1.74891, -8.10320], [-22.47245, 2.46409, -9.13169], [-22.19438, -1.95276, -7.13814], [-23.79909, -1.45393, -7.75749], [-22.82615, -0.31021, -6.79060], [-21.70479, -1.41379, -9.35763], [-22.85282, -0.09976, -9.41231], [-20.18865, -0.43259, -6.89003], [-19.60523, -1.13922, -8.34827], [-17.76521, 0.10186, -7.21092], [-18.07416, 0.67875, -8.84448], [-18.66411, 1.52096, -7.31823], [-20.75920, 2.38841, -7.70776], [-22.20971, 1.46352, -7.28512], [-23.37301, 1.92441, -9.42466], [-21.93622, 2.51526, -10.07929], [-22.77620, 3.45114, -8.78302], [-14.72993, 0.48323, -3.74817], [-14.79972, 1.60581, -4.70934], [-13.98105, 1.57867, -5.96890], [-13.99501, 2.89547, -6.70306], [-13.55059, 2.84721, -8.17430], [-12.59861, 1.32871, -5.64055], [-11.80220, 2.11992, -4.50970], [-14.77074, -0.34868, -4.45126], [-15.53470, 0.54323, -3.01547], [-13.80253, 0.35505, -3.18996], [-15.86475, 1.78156, -4.86080], [-14.68635, 2.54604, -4.16969], [-15.02531, 3.24599, -6.76406], [-13.48919, 3.67051, -6.12723], [-13.99729, 1.95100, -8.60485], [-14.01521, 3.56093, -8.85461], [-12.46790, 2.73427, -8.23020], [-12.02315, 1.39668, -6.56376], [-12.61268, 0.25848, -5.43435], [-12.05359, 1.90955, -3.47016], [-12.06705, 3.16270, -4.68455], [-10.78552, 1.79420, -4.72963], [-15.51839, -5.99244, -9.13350], [-15.60381, -4.58612, -8.91785], [-15.84451, -4.12193, -7.55087], [-16.16816, -2.67837, -7.31307], [-14.90187, -1.78701, -7.49664], [-17.00773, -4.83657, -6.89431], [-18.35723, -4.39085, -7.52892], [-16.43044, -6.58911, -9.11825], [-14.68978, -6.34582, -8.51979], [-15.17682, -6.33839, -10.10907], [-14.73541, -4.05994, -9.31424], [-16.38518, -4.17519, -9.55713], [-16.95744, -2.34409, -7.98642], [-16.52409, -2.43803, -6.31124], [-14.87337, -0.74965, -7.16319], [-14.01324, -2.28454, -7.10818], [-14.77227, -1.91875, -8.57086], [-16.99194, -4.69421, -5.81377], [-16.86897, -5.91662, -6.94266], [-19.10452, -5.11115, -7.19600], [-18.27518, -4.29878, -8.61192], [-18.64492, -3.38889, -7.21047], [-29.02184, 2.55377, -6.10860], [-29.04370, 1.99656, -7.52265], [-28.72723, 0.54853, -7.64206], [-27.38564, 0.25538, -7.09770], [-26.98698, -1.20751, -7.31682], [-28.77096, 0.09564, -9.07853], [-30.13765, 0.39144, -9.72194], [-29.44716, 3.55710, -6.08534], [-28.09849, 3.01283, -5.75532], [-29.56037, 1.97073, -5.36151], [-30.11867, 2.07397, -7.68562], [-28.48195, 2.54467, -8.27903], [-27.31449, 0.42365, -6.02311], [-26.53751, 0.82118, -7.48326], [-26.48317, -1.23509, -8.28301], [-27.82078, -1.90461, -7.23365], [-26.29271, -1.47103, -6.51892], [-28.03910, 0.56481, -9.73608], [-28.59492, -0.97994, -9.09463], [-30.28260, -0.31732, -10.53727], [-30.99967, 0.27602, -9.06490], [-30.22962, 1.39826, -10.12931], [-24.32921, -8.57684, -11.13390], [-24.68148, -7.29313, -11.77805], [-24.69716, -6.09510, -10.92790], [-23.30963, -5.87617, -10.53141], [-23.11821, -4.98213, -9.33285], [-25.39625, -4.86405, -11.38186], [-26.66402, -4.72902, -10.51204], [-23.27432, -8.83182, -11.03237], [-24.70211, -9.45011, -11.66909], [-24.76240, -8.70621, -10.14208], [-24.07516, -7.04904, -12.65032], [-25.64904, -7.46546, -12.24946], [-22.94400, -6.83613, -10.16685], [-22.70570, -5.65874, -11.41237], [-23.24231, -3.91977, -9.54282], [-23.71283, -5.32973, -8.48803], [-22.13300, -5.24934, -8.95067], [-25.62102, -5.00613, -12.43892], [-24.77494, -3.96900, -11.35101], [-26.37672, -4.56097, -9.47410], [-27.34422, -5.57839, -10.57535], [-27.13911, -3.79166, -10.80141], [-17.94898, 5.23409, -8.97921], [-18.42174, 4.93996, -7.56016], [-19.82759, 5.47920, -7.39623], [-20.45652, 4.96224, -6.18675], [-19.57125, 5.17567, -4.99455], [-19.96734, 6.97345, -7.50440], [-21.39257, 7.57863, -7.59214], [-17.66424, 6.25844, -9.21947], [-18.80933, 4.96390, -9.59150], [-17.10495, 4.60246, -9.25626], [-18.31520, 3.88025, -7.32827], [-17.80908, 5.37490, -6.77049], [-21.40029, 5.50394, -6.12399], [-20.74763, 3.93222, -6.39269], [-18.85986, 4.35468, -5.08404], [-18.98492, 6.08909, -4.89461], [-20.18983, 4.92403, -4.13308], [-19.36732, 7.27916, -8.36149], [-19.38296, 7.42140, -6.70068], [-21.97965, 7.34664, -6.70353], [-22.01271, 7.18773, -8.39883], [-21.35214, 8.65500, -7.75917], [-25.46458, -8.46063, -4.81806], [-24.43288, -9.09979, -5.75585], [-23.13685, -8.68912, -5.35799], [-22.65600, -7.34815, -5.79611], [-22.84602, -6.25542, -4.78631], [-22.66917, -9.25053, -4.08927], [-21.15855, -9.54815, -4.09315], [-26.38251, -9.01596, -5.01076], [-25.65553, -7.45535, -5.19360], [-25.24773, -8.56688, -3.75515], [-24.52109, -10.18522, -5.70934], [-24.68512, -8.92558, -6.80185], [-21.59902, -7.58947, -5.90876], [-23.07714, -7.14169, -6.78003], [-23.82302, -6.14042, -4.31690], [-22.13714, -6.37702, -3.96727], [-22.65438, -5.26063, -5.18850], [-23.17349, -10.18758, -3.85331], [-22.94019, -8.53672, -3.31138], [-20.82152, -9.99484, -3.15775], [-20.50957, -8.67299, -4.06081], [-20.85519, -10.09874, -4.98362]],
  "mulliken_charge": [0.348, 1.096, -0.279, -0.518, -0.420, -0.701, 0.293, -0.047, -0.914, 0.391, 0.095, 0.373, 0.076, 0.483, -0.074, -0.693, -0.404, -0.388, 0.278, -0.496, 0.069, 0.234, 0.326, 0.281, 0.107, 0.298, -0.595, -0.814, -0.100, -0.384, 0.282, 0.322, 0.369, 0.306, 0.378, 0.346, -0.068, 0.080, -0.114, -0.507, -0.522, -0.461, -0.351, -0.006, 0.206, 0.405, 0.259, 0.270, 0.247, 0.296, 0.187, -0.041, 0.387, -0.613, -0.535, -0.458, 0.909, 0.306, -0.200, 0.122, 0.373, 0.282, 0.289, -0.996, 0.193, -0.571, -0.568, -0.262, -0.208, -0.237, 0.299, 0.329, 0.389, 0.005, 0.381, 0.137, 0.289, 0.064, -0.153, -0.085, -0.462, -0.476, 0.503, -0.035, 0.268, 0.457, -0.191, 0.303, 0.254, 0.331, -0.636, -1.522, 0.591, 0.375, -0.418, -1.513, -0.276, -1.286, 0.384, 0.363, 0.350, -0.141, -0.129, 0.175, 0.545, 0.257, 0.420, 0.324, 0.537, 0.087, 0.393, 0.212, 0.318, -0.904, -0.357, 0.986, -0.872, -1.322, 0.539, 1.098, 0.206, 0.418, 0.304, 0.773, -0.690, 0.239, 0.516, 0.341, -0.124, 0.518, -0.628, -0.074, -0.648, -0.390, -0.480, -1.154, -0.601, 0.847, -0.486, -1.273, -0.711, -1.452, 0.139, 0.327, 0.239, 0.486, 0.435, 0.226, 0.302, 0.160, 0.498, 0.392, 0.116, 0.547, 0.249, 0.251, 0.494, -1.879, 0.794, 0.016, -0.189, -1.006, -0.874, -0.469, 0.385, 0.404, 0.449, -0.245, -0.005, 0.327, 0.475, 0.215, 0.336, -0.180, 0.419, 0.420, 0.303, 0.180, 0.123, -1.531, -0.255, -0.169, -0.226, -0.843, 0.431, -1.622, 0.476, 0.349, 0.356, 0.315, 0.331, 0.540, 0.108, 0.311, 0.450, -0.242, -0.222, 0.346, 0.461, 0.392, 0.328, -1.348, -0.611, 0.386, -0.642, -0.942, -0.696, -1.010, 0.355, 0.413, 0.297, 0.430, 0.451, 0.294, 0.318, 0.159, 0.141, 0.458, 0.388, 0.306, 0.196, 0.307, 0.358, -0.631, -0.034, 0.915, 0.218, -0.997, -0.487, -1.482, 0.433, -0.244, 0.250, -0.084, 0.372, 0.208, -0.459, 0.165, 0.158, 0.361, 0.418, 0.329, 0.374, 0.172, 0.465, -1.008, -0.544, 0.203, -0.619, -0.570, -0.517, -1.426, 0.447, 0.209, 0.276, 0.421, 0.167, 0.184, 0.168, 0.197, 0.330, 0.231, 0.447, 0.333, 0.424, 0.296, 0.324]
}